# 1
This record from the OMol25 dataset describes a structure of composition C32H28FI2IrN5O6S. The level of theory is the ωB97M-V functional and the def2-TZVPD basis.

Geometry (Å):
Ir 0.74 -0.75 0.33
I 1.07 -5.41 -2.64
I 6.11 -2.90 -4.68
S 1.33 -2.86 0.74
F -5.17 -2.39 0.93
O 0.64 -2.39 -1.95
O -5.45 6.30 2.01
O 2.67 0.27 0.45
O 4.42 0.57 1.67
O 2.61 -0.22 2.57
O -4.80 3.45 2.38
N 0.83 0.25 -1.83
N -0.11 1.22 0.83
N 3.26 0.20 1.61
N -1.19 1.75 0.12
N -3.67 5.22 3.17
C 0.38 1.88 1.83
C -3.43 1.56 -1.58
C -1.22 3.79 2.51
C -1.18 -1.41 0.45
C 0.02 3.16 2.36
C 2.26 -3.75 -2.96
C 2.96 -3.33 0.27
C -1.04 1.69 -1.28
C -3.57 1.54 -0.18
C 1.74 -2.46 -2.55
C 3.48 -3.87 -3.58
C -3.87 -2.08 0.78
C 2.12 0.11 -2.51
C -3.73 3.96 2.66
C -2.13 1.63 -2.09
C 5.43 -4.33 -0.54
C -3.09 -1.88 1.90
C 0.36 1.65 -1.82
C -2.46 3.20 2.47
C 3.94 -2.47 -0.22
C 4.46 -5.19 -0.04
C 3.24 -4.70 0.37
C -2.01 -1.65 -0.65
C -3.35 -1.98 -0.50
C 3.76 -1.45 -3.48
C 5.17 -2.97 -0.62
C 4.23 -2.72 -3.82
C -4.90 5.98 3.26
C 2.55 -1.30 -2.84
C -2.49 1.61 0.65
C -2.63 1.75 2.14
C -1.75 -1.54 1.72
H 0.14 -0.33 -2.29
H -1.60 -1.60 -1.65
H -5.61 5.39 3.86
H 0.36 2.05 -2.83
H 2.11 0.67 -3.45
H -4.54 1.51 0.29
H 3.74 -1.41 -0.29
H -1.14 -1.39 2.60
H -2.80 5.70 3.27
H -4.69 6.91 3.77
H -3.99 -2.17 -1.35
H 1.24 1.41 2.27
H -5.78 5.48 1.64
H -1.96 1.65 -3.16
H 2.48 -5.37 0.75
H 5.92 -2.29 -1.00
H -1.15 4.84 2.78
H 4.36 -0.58 -3.70
H 2.87 0.57 -1.87
H -1.91 1.13 2.67
H -4.29 1.50 -2.22
H -3.52 -1.98 2.88
H -3.63 1.43 2.42
H 1.05 2.24 -1.21
H 4.66 -6.25 0.03
H 6.39 -4.71 -0.87
H 3.86 -4.84 -3.86
H 0.88 3.71 2.73

- LUMO energy (alpha / beta): -0.267 / -2.471 eV
- Multiplicity: 6
- HOMO (alpha / beta): -6.290 / -8.060 eV
- Calculated total energy: -3158.936478 Eh
- Expectation value of S²: 8.86
- Strongest force on any atom: 0.695 eV/Å
- Frontier orbital gap (alpha / beta): 6.023 / 5.589 eV

In the Mulliken picture, each atom carries the following charge in e:
1 Ir 2.413
2 I 0.123
3 I 0.145
4 S -0.439
5 F -0.387
6 O -0.152
7 O -0.554
8 O -0.706
9 O -0.725
10 O -0.617
11 O -0.683
12 N -0.345
13 N 0.104
14 N 0.886
15 N 0.380
16 N -0.130
17 C -0.323
18 C -1.341
19 C -0.577
20 C -0.474
21 C -1.324
22 C -0.587
23 C 1.085
24 C 0.670
25 C -0.248
26 C 0.612
27 C -0.118
28 C 0.473
29 C -1.422
30 C 0.487
31 C -0.280
32 C -0.619
33 C -0.770
34 C -1.878
35 C 0.890
36 C -0.258
37 C -0.614
38 C -0.925
39 C 0.296
40 C -0.936
41 C -0.524
42 C -1.002
43 C -0.514
44 C -0.504
45 C 0.269
46 C 0.258
47 C -1.397
48 C 0.030
49 H 0.270
50 H 0.316
51 H 0.305
52 H 0.636
53 H 0.653
54 H 0.584
55 H 0.430
56 H 0.505
57 H 0.211
58 H 0.387
59 H 0.480
60 H 0.344
61 H 0.360
62 H 0.445
63 H 0.514
64 H 0.500
65 H 0.226
66 H 0.465
67 H 0.482
68 H 0.437
69 H 0.397
70 H 0.499
71 H 0.828
72 H 0.342
73 H 0.390
74 H 0.417
75 H 0.406
76 H 0.422



# 2
This record from the OMol25 dataset describes a cluster of 2 separate species, C3H9NO in total in a non-equilibrium geometry. The level of theory is the ωB97M-V functional and the def2-TZVPD basis.

Geometry (Å):
O 0.37 -1.46 0.95
N 0.09 1.38 0.88
C -1.30 1.33 0.35
C 1.10 -1.70 -0.18
C 0.70 -1.41 -1.42
H -1.96 0.94 1.13
H -1.40 0.55 -0.40
H -1.67 2.28 -0.03
H 1.29 -1.82 -2.23
H 0.67 1.49 0.06
H 1.97 -2.33 0.00
H -0.27 -0.99 -1.60
H 0.18 2.23 1.43
H 0.23 -0.49 1.07

- LUMO energy: 0.977 eV
- HOMO: -8.994 eV
- Calculated total energy: -249.652663 Eh
- Strongest force on any atom: 1.160 eV/Å
- Frontier orbital gap: 9.971 eV

In the Mulliken picture, each atom carries the following charge in e:
1 O -0.527
2 N -0.612
3 C -0.674
4 C 0.042
5 C -0.686
6 H 0.308
7 H 0.164
8 H 0.341
9 H 0.253
10 H 0.226
11 H 0.342
12 H 0.202
13 H 0.236
14 H 0.385



# 3
This record from the OMol25 dataset describes an isolated molecule of C5H5N in a non-equilibrium geometry. The level of theory is the ωB97M-V functional and the def2-TZVPD basis.

Geometry (Å):
N -0.64 2.84 0.36
C -0.43 1.70 0.26
C -0.22 0.30 0.07
C -1.30 -0.54 -0.56
C 2.19 -0.68 0.42
C 1.10 -0.15 0.11
H -1.36 -0.32 -1.63
H 3.22 -0.93 0.25
H -2.28 -0.34 -0.11
H 0.85 -0.31 1.27
H -1.08 -1.60 -0.44

- LUMO energy: 0.263 eV
- HOMO: -8.123 eV
- Calculated total energy: -248.068428 Eh
- Strongest force on any atom: 1.094 eV/Å
- Frontier orbital gap: 8.386 eV

In the Mulliken picture, each atom carries the following charge in e:
1 N -0.455
2 C 0.305
3 C -0.067
4 C -1.161
5 C -0.324
6 C 0.072
7 H 0.290
8 H 0.359
9 H 0.331
10 H 0.317
11 H 0.334



# 4
This record from the OMol25 dataset describes a cluster of 2 separate species, C4H11NO in total in a non-equilibrium geometry. The level of theory is the ωB97M-V functional and the def2-TZVPD basis.

Geometry (Å):
O 3.49 -5.62 1.58
N -1.43 0.89 -0.88
C -1.54 -0.48 -0.54
C -0.60 1.83 -0.33
C -0.80 3.23 -0.87
C 0.11 1.65 0.78
H -1.80 1.13 -1.79
H -1.70 3.26 -1.49
H 0.32 0.72 1.28
H -1.26 -0.70 0.49
H -0.85 -1.12 -1.13
H -2.53 -0.93 -0.69
H 0.01 3.56 -1.52
H 3.27 -5.05 2.33
H 0.54 2.54 1.19
H 3.29 -5.14 0.78
H -0.92 3.85 -0.01

- LUMO energy: 0.792 eV
- HOMO: -7.766 eV
- Calculated total energy: -288.960702 Eh
- Strongest force on any atom: 1.900 eV/Å
- Frontier orbital gap: 8.557 eV

In the Mulliken picture, each atom carries the following charge in e:
1 O -0.642
2 N -0.219
3 C -0.897
4 C 1.035
5 C -1.218
6 C -1.221
7 H 0.202
8 H 0.326
9 H 0.254
10 H 0.274
11 H 0.300
12 H 0.300
13 H 0.258
14 H 0.322
15 H 0.272
16 H 0.320
17 H 0.334



- Which formula does entry 1 have?
  C32H28FI2IrN5O6S